15
Properties=species:S:1:pos:R:3 method="wB97M-V/def2-TZVPD" charge=+1 e_homo_ev="-13.4 / -13.4" de_lowest_kj_mol=112.92 multiplicity=2 homo_lumo_gap_ev="6.4527 / 6.7328" lumo_ev="-6.92 / -6.66"
N -0.87 0.34 -1.05
S -2.04 0.29 0.23
O -2.85 1.52 0.02
O -2.80 -0.97 0.00
S 0.63 0.11 -0.82
O 1.24 1.81 -1.12
O 1.50 -0.27 -1.94
C 0.69 -1.65 -0.05
F 0.01 -1.69 1.16
F 0.10 -2.52 -0.83
F 1.92 -2.03 0.18
F 0.37 2.74 -0.49
Ce -0.54 0.23 2.60
O 1.12 0.62 1.09
H 1.55 1.48 1.04

---

57
Properties=species:S:1:pos:R:3 method="wB97M-V/def2-TZVPD" charge=0 e_homo_ev=-8.8 smiles="NS(=O)(=O)c1ccc(NC(=O)Cc2cccs2)cc1.CNC(=O)[C@@H](NC(C)=O)[C@@H](C)O" de_lowest_kj_mol=0.00 homo_lumo_gap_ev=9.1081 lumo_ev=0.34
N -2.43 -2.67 -0.70
S -2.98 -1.27 -0.03
O -2.51 -1.33 1.35
O -4.43 -1.34 -0.18
C -2.19 0.02 -1.03
C -0.81 0.06 -1.15
C -0.20 1.07 -1.90
C -0.96 2.07 -2.52
N -0.25 3.04 -3.23
C -0.71 4.12 -3.97
O -1.89 4.38 -4.13
C 0.31 5.00 -4.69
C 0.88 6.07 -3.79
C 0.83 7.41 -4.08
C 1.44 8.23 -3.04
C 1.93 7.48 -2.01
S 1.67 5.76 -2.25
C -2.36 2.01 -2.39
C -2.97 1.00 -1.65
H -1.97 -3.17 0.06
H -3.27 -3.16 -0.99
H -0.19 -0.69 -0.66
H 0.88 1.09 -1.96
H 0.76 2.97 -3.18
H 1.13 4.38 -5.06
H -0.17 5.46 -5.55
H 0.38 7.82 -4.98
H 1.49 9.32 -3.09
H 2.41 7.90 -1.13
H -3.00 2.75 -2.84
H -4.06 0.98 -1.56
C 3.20 -4.70 3.91
N 3.12 -4.58 2.46
C 2.14 -4.04 1.73
O 2.20 -4.10 0.51
C 0.91 -3.43 2.41
N 0.62 -2.10 1.85
C 0.54 -0.92 2.47
C 0.54 -0.86 3.98
O 0.51 0.11 1.82
C -0.26 -4.41 2.21
C -1.43 -4.14 3.14
O -0.71 -4.38 0.87
H 3.24 -3.70 4.37
H 2.34 -5.24 4.30
H 4.11 -5.24 4.19
H 3.88 -4.96 1.91
H 1.09 -3.35 3.48
H 0.56 -2.05 0.85
H 1.50 -1.18 4.36
H 0.36 0.17 4.28
H -0.26 -1.49 4.37
H 0.10 -5.42 2.42
H -1.78 -3.11 3.02
H -1.12 -4.28 4.18
H -2.25 -4.82 2.92
H 0.06 -4.55 0.31

---

14
Properties=species:S:1:pos:R:3 method="wB97M-V/def2-TZVPD" charge=0 e_homo_ev=-8.4 smiles=CNCSC de_lowest_kj_mol=147.96 homo_lumo_gap_ev=9.4412 lumo_ev=1.06
C -1.41 -0.95 -1.80
N -1.15 -0.03 -0.72
C -0.21 -0.49 0.29
S 1.60 0.09 0.38
C 1.96 1.45 1.50
H -2.47 -1.19 -1.85
H -0.93 -0.68 -2.73
H -0.94 -1.94 -1.66
H -1.92 0.22 -0.12
H -0.16 -1.57 0.48
H -0.50 -0.01 1.25
H 1.01 1.98 1.56
H 2.73 2.03 0.98
H 2.40 1.09 2.43

---

8
Properties=species:S:1:pos:R:3 method="wB97M-V/def2-TZVPD" charge=+1 e_homo_ev="-13.0 / -10.8" multiplicity=6 homo_lumo_gap_ev="6.5847 / 4.6176" lumo_ev="-6.42 / -6.23"
P -2.91 1.03 -0.72
O -2.18 -0.36 -0.91
O 0.18 1.70 0.91
C 0.71 0.64 0.84
C 1.30 -0.41 0.21
Mn -0.64 -1.32 -0.60
H 1.65 -1.17 0.92
H 1.89 -0.10 -0.67

---

15
Properties=species:S:1:pos:R:3 method="wB97M-V/def2-TZVPD" charge=+2 e_homo_ev="-19.2 / -19.3" multiplicity=4 homo_lumo_gap_ev="8.3521 / 8.4521" lumo_ev="-10.86 / -10.84"
V 0.56 -1.84 1.87
Br 2.10 -0.93 0.85
C 0.79 1.47 0.57
C -0.18 1.10 -0.45
O -0.33 1.78 -1.52
N -0.94 -0.14 -0.05
H -0.76 -0.39 0.91
H -1.90 0.17 0.01
C -0.70 -1.32 -1.02
H 0.92 0.70 1.33
H 0.57 2.46 0.98
H 1.74 1.50 0.04
H 0.33 -1.51 -0.72
H -0.92 -0.85 -1.98
H -1.30 -2.21 -0.84

---

16
Properties=species:S:1:pos:R:3 method="wB97M-V/def2-TZVPD" charge=+1 e_homo_ev=-13.1 de_lowest_kj_mol=298.57 homo_lumo_gap_ev=8.3503 lumo_ev=-4.77
C 0.63 -0.62 1.75
C 0.41 -0.52 0.17
C -1.04 -0.21 -0.22
N 1.23 0.44 -0.55
S -1.64 1.31 0.35
S -0.60 -0.10 -2.64
H 1.55 -0.18 2.17
H -0.08 0.01 2.42
H 0.53 -1.64 2.25
H 0.58 -1.59 -0.23
H -1.62 -1.06 -0.39
H 2.25 0.19 -0.63
H 1.19 1.50 -0.16
H 0.90 0.50 -1.56
H -3.05 1.06 0.18
H -1.22 0.90 -2.92

---

8
Properties=species:S:1:pos:R:3 method="wB97M-V/def2-TZVPD" charge=+1 e_homo_ev="-14.5 / -15.8" de_lowest_kj_mol=437.50 homo_lumo_gap_ev="5.2621 / 7.4840" lumo_ev="-9.25 / -8.29"
C 1.68 0.03 -0.24
N -1.53 -0.11 0.18
H 1.27 -0.86 0.29
H 2.56 -0.10 -0.98
H 1.14 1.02 -0.08
H -1.21 0.92 0.10
H -1.72 -0.42 1.18
H -2.19 -0.49 -0.46

---

8
Properties=species:S:1:pos:R:3 method="wB97M-V/def2-TZVPD" charge=0 e_homo_ev=-10.1 smiles="F/C=P/C(F)(F)F" de_lowest_kj_mol=219.35 homo_lumo_gap_ev=9.9107 lumo_ev=-0.19
F -1.00 1.57 1.10
C -0.57 0.73 0.16
P -1.38 0.77 -1.30
C -0.37 -1.10 -1.93
F 0.92 -1.11 -1.52
F -0.46 -1.37 -3.25
F -1.14 -1.99 -1.34
H 0.11 -0.13 0.42

---

51
Properties=species:S:1:pos:R:3 method="wB97M-V/def2-TZVPD" charge=+2 e_homo_ev=-16.9 de_lowest_kj_mol=0.00 homo_lumo_gap_ev=3.2455 lumo_ev=-13.61
Tl -0.45 2.98 1.46
B 0.11 0.81 -0.40
H 0.85 0.65 0.60
H 0.22 1.90 -0.91
H 0.60 -0.10 -1.06
H -1.01 0.66 0.08
C -0.04 -2.15 1.37
C -0.86 -2.86 2.44
O -0.46 -4.18 2.31
C 0.17 -4.37 1.12
O 0.52 -5.40 0.68
O 0.36 -3.16 0.50
F -2.20 -2.76 2.09
H 0.87 -1.72 1.83
H -0.54 -1.33 0.83
H -0.78 -2.49 3.45
C 3.76 0.76 3.58
N 2.27 0.69 3.54
O 1.65 1.62 3.02
O 1.72 -0.22 4.12
H 4.13 0.29 4.48
H 4.03 1.80 3.51
H 4.08 0.15 2.73
C 3.22 1.74 -1.76
N 3.18 1.84 -0.28
O 4.00 1.23 0.36
O 2.39 2.64 0.24
H 3.22 2.77 -2.13
H 2.34 1.27 -2.18
H 4.13 1.22 -2.03
C -3.74 -0.42 0.73
N -4.06 0.97 0.29
O -3.13 1.78 0.14
O -5.19 1.25 0.04
H -2.71 -0.34 1.04
H -3.97 -1.09 -0.08
H -4.34 -0.68 1.60
C -1.66 -1.58 -1.66
N -0.60 -2.31 -2.34
O -0.16 -1.86 -3.38
O -0.21 -3.34 -1.83
H -2.04 -2.22 -0.87
H -2.48 -1.32 -2.33
H -1.28 -0.65 -1.21
C -1.19 2.00 -3.63
N -0.42 3.15 -3.10
O -0.87 3.78 -2.15
O 0.62 3.43 -3.64
H -0.46 1.19 -3.68
H -1.59 2.27 -4.60
H -1.97 1.72 -2.93

---

90
Properties=species:S:1:pos:R:3 method="wB97M-V/def2-TZVPD" charge=0 e_homo_ev=-9.6 de_lowest_kj_mol=358.64 homo_lumo_gap_ev=8.7139 lumo_ev=-0.93
O 0.92 -1.31 0.30
O -1.55 0.79 -1.11
O -2.02 -1.81 -0.18
O 0.47 2.66 -1.01
O -2.15 -0.21 2.05
O 3.00 0.35 -0.67
O -1.05 2.47 2.17
O 0.30 0.13 3.90
O 2.62 2.91 0.58
O -1.31 -1.33 -3.19
O 1.41 -3.27 2.65
O 1.52 3.35 3.10
O -4.09 2.32 0.35
O 2.44 -0.30 -3.94
O 3.13 -0.56 3.69
O -1.85 1.25 -4.22
O -1.93 4.09 -2.03
O 1.05 -3.00 -3.63
O 1.13 -4.79 0.10
O 4.60 1.02 2.00
O -1.96 -1.46 4.53
O -3.16 -3.62 1.79
O -3.44 -2.81 -2.53
O -4.17 1.95 -2.43
O -4.91 0.35 1.94
O 1.65 3.99 -3.12
O 1.64 2.11 -5.00
O -0.21 2.49 5.41
O 4.85 -2.57 2.45
O 4.22 -3.92 -1.70
H 0.09 -1.15 -0.22
H 1.55 -0.68 -0.02
H -2.37 1.09 -0.74
H -1.61 -0.11 -1.48
H -2.48 -2.25 -0.92
H -2.27 -2.32 0.56
H 1.21 2.69 -0.37
H -0.08 1.88 -0.91
H -1.58 -0.44 1.23
H -3.05 -0.09 1.82
H 3.27 0.25 -1.59
H 2.70 1.27 -0.58
H -1.15 2.44 1.23
H -1.68 1.83 2.50
H 1.17 -0.28 3.91
H 0.10 0.38 2.99
H 2.32 3.23 1.45
H 3.38 3.45 0.43
H -0.49 -1.79 -3.27
H -2.08 -1.87 -3.38
H 2.33 -3.26 2.57
H 1.20 -2.50 2.13
H 0.60 3.01 2.89
H 1.87 2.74 3.75
H -4.18 2.12 -0.58
H -4.71 3.02 0.54
H 1.97 -1.04 -3.51
H 2.89 -0.81 -4.61
H 3.14 -0.83 4.58
H 3.52 0.35 3.77
H -1.53 0.41 -3.84
H -1.12 1.82 -4.38
H -2.62 3.41 -1.84
H -1.18 3.70 -1.59
H 1.06 -3.20 -4.59
H 1.35 -3.87 -3.29
H 0.58 -3.98 0.29
H 0.53 -5.42 -0.33
H 3.91 1.42 1.50
H 5.15 1.67 2.45
H -1.28 -0.91 4.94
H -2.21 -1.10 3.65
H -2.85 -4.04 2.56
H -4.08 -3.36 1.96
H -3.51 -3.74 -2.54
H -4.34 -2.40 -2.71
H -4.26 2.75 -3.00
H -3.68 1.43 -2.99
H -5.14 0.97 2.66
H -4.48 0.96 1.33
H 1.81 3.31 -3.77
H 1.22 3.48 -2.43
H 2.30 2.20 -5.67
H 1.80 1.32 -4.54
H -0.08 1.71 4.90
H -1.11 2.69 5.21
H 4.45 -1.71 2.32
H 4.39 -3.18 1.86
H 3.50 -4.38 -2.07
H 4.67 -3.55 -2.46

---

20
Properties=species:S:1:pos:R:3 method="wB97M-V/def2-TZVPD" charge=0 e_homo_ev=-9.4 de_lowest_kj_mol=354.25 homo_lumo_gap_ev=8.9856 lumo_ev=-0.42
C 2.69 0.64 -2.75
C 2.83 -0.57 -3.20
C 1.49 -0.43 -1.33
C 0.49 0.93 1.17
C -2.64 -0.91 0.83
C 0.24 -0.40 0.68
N 2.00 0.73 -1.56
O -1.32 0.05 -1.35
O -0.92 -2.34 -0.67
S 1.95 -1.72 -2.26
S -1.10 -0.94 -0.31
H 3.19 1.56 -3.11
H 3.60 -0.95 -3.90
H 0.35 1.68 0.40
H -0.30 1.07 1.88
H 1.52 1.11 1.49
H -2.73 0.16 1.21
H -3.44 -1.39 0.31
H -2.46 -1.54 1.61
H 0.68 -1.20 1.17

---

9
Properties=species:S:1:pos:R:3 method="wB97M-V/def2-TZVPD" charge=0 e_homo_ev=-10.3 de_lowest_kj_mol=172.12 homo_lumo_gap_ev=10.6592 lumo_ev=0.35
C -0.94 -0.41 0.34
N -2.06 -0.74 -0.09
O 2.54 0.07 -0.70
O 0.18 -0.91 -0.08
O 0.74 1.39 0.27
S 1.59 -0.03 0.40
H -1.05 0.17 1.15
H -2.07 -1.41 -0.82
H 1.06 1.88 -0.48

---

86
Properties=species:S:1:pos:R:3 method="wB97M-V/def2-TZVPD" charge=+1 e_homo_ev="-9.0 / -10.4" de_lowest_kj_mol=0.00 multiplicity=5 homo_lumo_gap_ev="5.8918 / 6.1111" lumo_ev="-3.08 / -4.33"
Ir -0.20 0.01 0.15
C -2.26 -2.58 -2.53
C -2.78 -2.52 -1.09
C -3.37 -1.15 -0.77
C -1.71 -2.96 -0.08
C -1.37 -4.45 -0.21
O 0.02 -4.46 -0.58
C 0.47 -3.20 -0.55
N -0.39 -2.30 -0.24
C 1.91 -3.10 -0.90
C 2.46 -4.26 -1.46
C 3.79 -4.33 -1.82
C 4.61 -3.23 -1.60
C 4.07 -2.08 -1.05
C 2.73 -1.97 -0.70
P 2.23 -0.34 0.00
C 3.09 0.80 -1.12
C 3.15 0.52 -2.49
C 3.78 1.40 -3.35
C 4.36 2.56 -2.86
C 4.30 2.85 -1.51
C 3.66 1.97 -0.64
C 3.20 -0.29 1.56
C 2.53 -0.45 2.77
C 3.22 -0.43 3.97
C 4.60 -0.25 3.97
C 5.27 -0.08 2.77
C 4.58 -0.10 1.57
H -3.07 -2.40 -3.23
H -1.82 -3.56 -2.77
H -1.49 -1.82 -2.69
H -3.59 -3.25 -0.98
H -2.60 -0.38 -0.80
H -3.84 -1.14 0.22
H -4.12 -0.87 -1.51
H -2.09 -2.74 0.92
H -1.94 -4.95 -0.98
H -1.47 -5.00 0.73
H 1.82 -5.11 -1.62
H 4.18 -5.23 -2.27
H 5.66 -3.27 -1.86
H 4.73 -1.23 -0.90
H 2.72 -0.39 -2.88
H 3.82 1.18 -4.41
H 4.86 3.25 -3.54
H 4.75 3.75 -1.12
H 3.61 2.21 0.41
H 1.46 -0.55 2.76
H 2.69 -0.54 4.90
H 5.14 -0.22 4.91
H 6.34 0.07 2.77
H 5.13 0.07 0.65
N -1.32 -1.41 4.26
C -0.79 -1.79 3.10
N -0.96 -0.83 2.22
C -1.61 0.15 2.93
N -1.85 -0.18 4.18
C -1.97 1.38 2.28
C -2.74 2.38 2.89
N -3.03 3.52 2.30
C -2.57 3.67 1.05
C -1.84 2.70 0.42
N -1.51 1.56 1.03
H -1.38 -1.92 5.13
H -0.29 -2.73 2.93
H -3.11 2.21 3.89
H -2.79 4.61 0.57
H -1.46 2.84 -0.59
C -0.13 0.56 -1.89
H 0.44 -0.13 -2.50
H 0.35 1.55 -1.91
H -1.14 0.64 -2.30
I 0.30 7.03 5.66
C 0.53 5.70 4.09
C 0.49 6.18 2.78
C 0.64 5.28 1.74
C 0.84 3.93 1.99
C 0.88 3.47 3.31
C 0.73 4.35 4.36
C 0.94 2.96 0.83
O 0.80 3.38 -0.31
O 1.11 1.73 1.18
H 0.34 7.23 2.59
H 0.60 5.61 0.71
H 1.03 2.41 3.49
H 0.76 4.01 5.39

---

25
Properties=species:S:1:pos:R:3 method="wB97M-V/def2-TZVPD" charge=0 e_homo_ev=-8.9 smiles="C=C1C[C@@H]1CCSC1=NCCS1" de_lowest_kj_mol=156.36 homo_lumo_gap_ev=9.5851 lumo_ev=0.71
C -3.95 1.38 -0.82
C -3.28 0.20 -0.61
C -3.44 -1.27 -0.39
C -2.05 -0.48 -0.59
C -1.05 -0.02 0.64
C -0.23 -1.23 1.16
S 0.94 -1.70 -0.06
C 2.19 -0.47 -0.01
N 2.19 0.49 0.77
C 3.42 1.23 0.46
C 4.52 0.46 -0.53
S 3.58 -0.88 -1.13
H -5.03 1.32 -0.75
H -3.50 2.41 -1.16
H -3.59 -1.55 0.67
H -3.57 -2.06 -1.12
H -1.50 -0.62 -1.61
H -1.78 0.48 1.34
H -0.41 0.68 0.18
H 0.09 -1.04 2.16
H -0.84 -2.19 1.13
H 3.85 1.38 1.44
H 3.24 2.18 0.08
H 4.83 1.31 -1.34
H 5.36 -0.01 0.08

---

8
Properties=species:S:1:pos:R:3 method="wB97M-V/def2-TZVPD" charge=0 e_homo_ev="-6.8 / -10.7" de_lowest_kj_mol=140.84 multiplicity=3 homo_lumo_gap_ev="5.4686 / 9.3895" lumo_ev="-1.33 / -1.33"
N -2.40 -0.25 0.63
O -3.34 0.47 0.61
O -1.67 -0.26 -0.52
O 0.82 -0.88 -0.05
Si 1.96 0.13 -0.06
H -0.69 -0.74 -0.37
H 1.86 1.46 -0.26
H 3.45 0.06 0.02

---

27
Properties=species:S:1:pos:R:3 method="wB97M-V/def2-TZVPD" charge=+1 e_homo_ev="-12.0 / -12.0" de_lowest_kj_mol=50.98 multiplicity=2 homo_lumo_gap_ev="8.3861 / 3.1110" lumo_ev="-3.59 / -8.84"
C -1.39 -2.03 -0.40
C -0.93 -1.11 -1.54
C -0.22 0.18 -1.13
C 1.11 -0.12 -0.43
C 1.51 1.21 0.31
N 2.92 1.60 0.19
N -2.17 -0.75 -2.23
H -2.08 -1.47 0.22
H -0.59 -2.52 0.15
H -2.00 -2.84 -0.83
H -0.29 -1.69 -2.26
H -0.84 0.80 -0.49
H -0.06 0.76 -2.05
H 1.03 -0.95 0.27
H 1.85 -0.25 -1.22
H 1.18 1.03 1.34
H 0.95 2.07 -0.09
H 3.28 1.18 -0.65
H 3.40 1.29 1.01
H -2.73 -1.55 -2.54
H -2.19 0.02 -2.90
H -2.61 0.04 1.99
H -1.57 0.54 0.98
O -1.73 0.41 1.90
H 1.13 2.14 3.44
H 1.29 0.58 3.51
O 1.77 1.42 3.44

---

43
Properties=species:S:1:pos:R:3 method="wB97M-V/def2-TZVPD" charge=0 e_homo_ev=-8.3 smiles="CC1=C(c2ccc(Cl)c(Cl)c2)S[C@H]2[C@H]1C(=O)N(CCCO)C(=O)N2C" de_lowest_kj_mol=0.00 homo_lumo_gap_ev=8.3038 lumo_ev=0.01
C 2.05 -1.19 -2.00
C 1.51 -0.17 -0.90
C 1.64 1.25 -0.79
C 2.45 2.28 -1.56
C 2.01 3.55 -2.05
C 2.88 4.38 -2.70
C 4.20 3.93 -2.93
Cl 5.15 4.88 -3.99
C 4.68 2.77 -2.43
Cl 6.33 2.23 -2.83
C 3.82 1.96 -1.70
S 0.92 1.91 0.55
C -0.25 0.56 0.52
C 0.53 -0.66 0.14
C -0.74 -1.56 -0.03
O -1.01 -2.22 -1.02
N -1.48 -1.82 1.11
C -2.03 -3.18 1.35
C -3.49 -3.31 0.71
C -4.57 -2.86 1.64
O -4.60 -1.44 1.99
C -1.34 -0.90 2.19
O -1.60 -1.17 3.38
N -0.81 0.35 1.89
C -1.40 1.43 2.70
H 2.20 -0.53 -2.96
H 2.95 -1.69 -1.68
H 1.25 -1.91 -2.06
H 1.12 4.07 -1.77
H 2.47 5.26 -3.09
H 4.17 1.09 -1.14
H -1.07 0.71 -0.17
H 1.36 -0.87 0.91
H -1.40 -3.96 0.96
H -2.20 -3.31 2.45
H -3.59 -2.65 -0.17
H -3.59 -4.38 0.39
H -4.48 -3.48 2.54
H -5.59 -3.03 1.12
H -3.92 -1.36 2.76
H -2.48 1.48 2.61
H -1.11 1.20 3.73
H -0.96 2.38 2.35